No. 1
{
  "formula": "C4H6O2",
  "method": "ωB97M-V/def2-TZVPD",
  "homo_lumo_gap_ha": 0.3857,
  "homo_energy_ev": -9.98,
  "lumo_energy_ev": 0.5,
  "largest_force_ev_per_a": 3.6,
  "energy_ha": -306.402759,
  "spin_multiplicity": 1,
  "relative_energy_kcal_mol": 64.97,
  "elements": ["C", "C", "C", "O", "C", "O", "H", "H", "H", "H", "H", "H"],
  "coordinates": [[-1.64426, 0.48905, 0.22768], [-0.98857, -0.51890, -0.32416], [0.53493, -0.41746, -0.39127], [1.22950, -1.59063, 0.02366], [1.22705, 0.79616, 0.11792], [1.04886, 1.93779, -0.32061], [-1.36357, 1.49857, 0.84445], [-2.76810, 0.43375, 0.07355], [-1.43245, -1.40572, -0.81170], [0.70168, -0.25445, -1.41718], [1.36814, -1.52005, 1.05995], [2.08681, 0.55190, 0.91771]]
}


No. 2
{
  "formula": "C4H6O2",
  "method": "ωB97M-V/def2-TZVPD",
  "homo_lumo_gap_ha": 0.3734,
  "homo_energy_ev": -10.08,
  "lumo_energy_ev": 0.1,
  "largest_force_ev_per_a": 0.6,
  "energy_ha": -306.463231,
  "spin_multiplicity": 1,
  "relative_energy_kcal_mol": 27.02,
  "elements": ["C", "C", "C", "O", "C", "O", "H", "H", "H", "H", "H", "H"],
  "coordinates": [[0.56749, 1.29936, -0.14731], [-0.26697, 0.02633, -0.30504], [0.46547, -1.27887, -0.60945], [0.15194, -2.00956, -1.51780], [-0.98402, -0.37196, 0.97433], [-0.67795, 0.01985, 2.07424], [-0.11141, 2.15954, -0.13195], [1.12806, 1.31350, 0.79081], [1.25898, 1.44796, -0.98229], [-1.00216, 0.13315, -1.11046], [1.22969, -1.58692, 0.13602], [-1.75912, -1.15238, 0.82891]]
}


No. 3
{
  "formula": "C4H6O2",
  "method": "ωB97M-V/def2-TZVPD",
  "homo_lumo_gap_ha": 0.3938,
  "homo_energy_ev": -9.74,
  "lumo_energy_ev": 1.0,
  "largest_force_ev_per_a": 0.5,
  "energy_ha": -306.474746,
  "spin_multiplicity": 1,
  "relative_energy_kcal_mol": 19.80,
  "elements": ["C", "C", "O", "C", "C", "O", "H", "H", "H", "H", "H", "H"],
  "coordinates": [[-1.31842, -0.50412, 1.69831], [-1.51430, -0.44077, 0.39099], [-0.51389, -0.31056, -0.55826], [0.51346, 0.56702, -0.36405], [1.61884, 0.28003, -1.34219], [0.52708, 1.42205, 0.47920], [-0.33582, -0.38558, 2.14021], [-2.16215, -0.66299, 2.35961], [-2.48446, -0.54880, -0.08317], [1.23478, 0.22847, -2.36361], [2.05130, -0.69647, -1.10156], [2.38357, 1.05170, -1.25549]]
}


No. 4
{
  "formula": "C4H6O2",
  "method": "ωB97M-V/def2-TZVPD",
  "homo_lumo_gap_ha": 0.3678,
  "homo_energy_ev": -8.90,
  "lumo_energy_ev": 1.1,
  "largest_force_ev_per_a": 1.8,
  "energy_ha": -306.352335,
  "spin_multiplicity": 1,
  "relative_energy_kcal_mol": 96.61,
  "elements": ["O", "C", "C", "C", "C", "O", "H", "H", "H", "H", "H", "H"],
  "coordinates": [[3.27973, 0.24438, 0.78015], [2.15921, 0.08601, 0.69289], [-0.07713, 0.94359, -0.50450], [-0.76909, -0.13740, -0.86678], [-1.48425, 0.00343, 0.45177], [-0.61483, 1.14227, 0.74739], [1.07030, -1.82066, 0.23837], [0.64892, 1.63099, -0.92093], [0.45585, -1.64536, -0.14867], [-0.85970, -0.75544, -1.74405], [-1.39584, -0.76670, 1.22518], [-2.51461, 0.35011, 0.35399]]
}


No. 5
{
  "formula": "C4H6O2",
  "method": "ωB97M-V/def2-TZVPD",
  "homo_lumo_gap_ha": 0.3918,
  "homo_energy_ev": -9.55,
  "lumo_energy_ev": 1.1,
  "largest_force_ev_per_a": 4.5,
  "energy_ha": -306.372586,
  "spin_multiplicity": 1,
  "relative_energy_kcal_mol": 83.90,
  "elements": ["C", "O", "C", "C", "C", "O", "H", "H", "H", "H", "H", "H"],
  "coordinates": [[0.97019, -1.21374, -0.05150], [0.01109, -1.02456, 0.94547], [-0.85350, -0.05906, 0.35434], [-0.47197, 1.37811, 0.58643], [-0.01190, 0.65581, -0.65071], [1.27460, 0.05193, -0.55496], [0.58548, -1.99983, -0.94115], [1.65191, -2.02773, -0.06275], [-1.87724, -0.39480, 0.20097], [-1.24118, 2.14273, 0.48901], [0.27870, 1.56813, 1.34555], [-0.31616, 0.92301, -1.66071]]
}


No. 6
{
  "formula": "C4H6O2",
  "method": "ωB97M-V/def2-TZVPD",
  "homo_lumo_gap_ha": 0.3630,
  "homo_energy_ev": -10.08,
  "lumo_energy_ev": -0.2,
  "largest_force_ev_per_a": 1.1,
  "energy_ha": -306.420869,
  "spin_multiplicity": 1,
  "relative_energy_kcal_mol": 53.61,
  "elements": ["O", "C", "C", "C", "C", "O", "H", "H", "H", "H", "H", "H"],
  "coordinates": [[-1.20015, 1.67338, -1.66740], [-1.24995, 0.46533, -1.58614], [-0.75005, -0.30046, -0.43004], [-0.22017, 0.31195, 0.63901], [0.89206, -0.36206, 1.38536], [1.87129, -0.01713, 0.39117], [-1.67386, -0.14178, -2.41065], [-0.80586, -1.38850, -0.46808], [-0.18867, 1.39800, 0.70410], [1.15980, 0.04987, 2.36810], [0.81334, -1.45604, 1.47103], [1.35224, -0.23257, -0.39647]]
}


No. 7
{
  "formula": "C4H6O2",
  "method": "ωB97M-V/def2-TZVPD",
  "homo_lumo_gap_ha": [0.2758, 0.2721],
  "homo_energy_ev": [-8.01, -8.06],
  "lumo_energy_ev": [-0.5, -0.7],
  "largest_force_ev_per_a": 1.4,
  "energy_ha": -306.194871,
  "spin_multiplicity": 1,
  "relative_energy_kcal_mol": 195.42,
  "elements": ["C", "C", "C", "C", "O", "O", "H", "H", "H", "H", "H", "H"],
  "coordinates": [[-0.49535, 0.52119, -0.19466], [0.50914, -0.33809, -0.59553], [-1.76897, 0.02097, -0.44246], [1.40523, -1.03523, -1.21137], [0.08773, 0.08833, 1.52043], [0.54800, 1.29623, 2.16577], [0.99099, 0.93120, 2.94414], [-0.29351, 1.58594, -0.21567], [-1.94527, -1.04477, -0.46509], [-2.61111, 0.68723, -0.56276], [1.37367, -1.18631, -2.28618], [2.19945, -1.52669, -0.65662]]
}


No. 8
{
  "formula": "C4H6O2",
  "method": "ωB97M-V/def2-TZVPD",
  "homo_lumo_gap_ha": 0.4053,
  "homo_energy_ev": -10.24,
  "lumo_energy_ev": 0.8,
  "largest_force_ev_per_a": 0.7,
  "energy_ha": -306.403363,
  "spin_multiplicity": 1,
  "relative_energy_kcal_mol": 64.59,
  "elements": ["O", "C", "C", "O", "H", "H", "C", "C", "H", "H", "H", "H"],
  "coordinates": [[1.71674, -0.40516, 1.34438], [0.58510, -0.76609, 1.43873], [-0.79347, -0.86362, 1.03694], [-0.16848, -1.49777, 2.25147], [-1.09705, -1.56944, 0.26840], [-1.49260, -0.06080, 1.25646], [-0.44683, 0.79341, -1.36407], [0.86182, 0.93001, -1.17230], [-0.85478, -0.00855, -1.97770], [-1.16453, 1.47959, -0.91605], [1.27204, 1.72401, -0.55267], [1.58203, 0.24441, -1.61359]]
}


No. 9
{
  "formula": "C4H6O2",
  "method": "ωB97M-V/def2-TZVPD",
  "homo_lumo_gap_ha": 0.3192,
  "homo_energy_ev": -8.96,
  "lumo_energy_ev": -0.3,
  "largest_force_ev_per_a": 1.4,
  "energy_ha": -306.350238,
  "spin_multiplicity": 1,
  "relative_energy_kcal_mol": 97.93,
  "elements": ["C", "C", "O", "C", "C", "O", "H", "H", "H", "H", "H", "H"],
  "coordinates": [[1.24728, 0.01885, -0.52860], [-0.38700, 0.61360, 0.27430], [-0.36618, 1.84207, 0.40510], [0.11709, -0.37932, 1.16494], [-1.47670, -0.04245, -0.58287], [-1.45061, -1.08631, -1.18609], [0.85087, -0.53445, -1.39001], [2.05996, -0.49694, -0.05802], [1.53805, 1.03642, -0.82372], [-0.02539, -1.43586, 0.95523], [0.26305, -0.12491, 2.22838], [-2.37041, 0.58931, -0.45865]]
}


No. 10
{
  "formula": "C4H6O2",
  "method": "ωB97M-V/def2-TZVPD",
  "homo_lumo_gap_ha": [0.2736, 0.2734],
  "homo_energy_ev": [-8.71, -8.70],
  "lumo_energy_ev": [-1.3, -1.3],
  "largest_force_ev_per_a": 0.7,
  "energy_ha": -306.351790,
  "spin_multiplicity": 1,
  "relative_energy_kcal_mol": 96.95,
  "elements": ["C", "C", "C", "O", "C", "O", "H", "H", "H", "H", "H", "H"],
  "coordinates": [[-1.66488, -0.04046, 0.59317], [-0.23368, -0.34233, 0.54181], [0.42890, -0.28849, -0.72829], [-0.12084, 0.06280, -1.81698], [1.80691, 0.55557, -0.36443], [2.55621, 0.35208, 0.53812], [-1.77166, 1.02988, 0.35055], [-2.16215, -0.54104, -0.24963], [-2.14585, -0.25250, 1.54820], [1.01665, -1.27240, -0.66934], [0.35542, -0.56151, 1.43091], [1.93497, 1.29841, -1.17408]]
}


No. 11
{
  "formula": "C4H6O2",
  "method": "ωB97M-V/def2-TZVPD",
  "homo_lumo_gap_ha": [0.2666, 0.2632],
  "homo_energy_ev": [-8.10, -8.07],
  "lumo_energy_ev": [-0.8, -0.9],
  "largest_force_ev_per_a": 0.4,
  "energy_ha": -306.364760,
  "spin_multiplicity": 1,
  "relative_energy_kcal_mol": 88.82,
  "elements": ["O", "C", "C", "C", "O", "C", "H", "H", "H", "H", "H", "H"],
  "coordinates": [[-2.07321, -0.76810, -1.18647], [-1.06428, -0.58168, -0.49617], [0.29164, -0.95800, -0.57103], [1.05677, -0.44717, 0.57543], [0.08808, 0.31567, 1.35473], [-1.03529, 0.23200, 0.73318], [0.28680, 1.60869, -1.10345], [0.74994, -1.52019, -1.37515], [1.45297, -1.20508, 1.26083], [1.85169, 0.27673, 0.35280], [0.24637, 2.23374, -0.70268], [-1.85148, 0.81340, 1.15798]]
}


No. 12
{
  "formula": "C4H6O2",
  "method": "ωB97M-V/def2-TZVPD",
  "homo_lumo_gap_ha": 0.4049,
  "homo_energy_ev": -10.09,
  "lumo_energy_ev": 0.9,
  "largest_force_ev_per_a": 1.8,
  "energy_ha": -306.430255,
  "spin_multiplicity": 1,
  "relative_energy_kcal_mol": 47.72,
  "elements": ["C", "C", "O", "C", "C", "O", "H", "H", "H", "H", "H", "H"],
  "coordinates": [[0.28086, 0.45724, -1.49694], [-0.04143, 0.72337, 0.00113], [-1.29970, 0.29805, 0.63288], [-0.72261, -0.83841, 1.31151], [0.66662, -0.30160, 0.92971], [1.79904, -0.63384, 1.11683], [1.38251, 0.47069, -1.60807], [-0.12657, -0.49196, -1.81669], [-0.07630, 1.24266, -2.19632], [0.09673, 1.78845, -0.06879], [-0.98350, -1.78962, 0.81441], [-0.97565, -0.92505, 2.38033]]
}